{"formula": "C34H47N7O5RuS", "method": "wB97M-V/def2-TZVPD", "multiplicity": 6, "homo_energy_ev": [-10.2, -10.3], "orbital_gap_ev": [8.76, 6.26], "max_force_ev_per_a": 0.962, "charge": 1, "e_lumo_ev": [-1.425, -4.061], "energy_ha": -2576.04258, "symbols": ["Ru", "O", "N", "N", "O", "C", "C", "C", "C", "C", "C", "H", "H", "H", "H", "H", "C", "C", "N", "C", "N", "C", "C", "C", "N", "C", "H", "H", "H", "H", "H", "H", "H", "H", "H", "H", "H", "H", "H", "C", "C", "C", "C", "C", "C", "N", "C", "C", "C", "C", "C", "C", "H", "H", "H", "H", "H", "H", "H", "H", "H", "H", "C", "C", "S", "O", "C", "C", "H", "H", "H", "H", "H", "H", "H", "H", "H", "H", "O", "C", "O", "C", "N", "C", "C", "C", "H", "H", "H", "H", "H", "H", "H", "H", "H"], "xyz": [[0.136, -0.201, 0.233], [2.238, 0.685, -0.271], [2.349, 1.828, -0.798], [1.287, 2.530, -0.771], [0.161, 2.103, -0.238], [1.288, 3.816, -1.399], [0.099, 4.528, -1.447], [0.074, 5.764, -2.078], [1.223, 6.283, -2.652], [2.412, 5.568, -2.583], [2.455, 4.335, -1.957], [-0.791, 4.114, -0.996], [-0.851, 6.324, -2.117], [1.196, 7.241, -3.154], [3.316, 5.972, -3.019], [3.372, 3.772, -1.896], [1.635, -2.260, -4.869], [0.618, -1.292, -4.295], [0.860, -1.173, -2.870], [1.247, -2.202, -2.068], [1.212, -2.029, -0.768], [1.826, -3.013, 0.114], [2.794, -3.934, -0.611], [2.102, -4.460, -1.852], [1.698, -3.334, -2.675], [1.524, -3.565, -4.103], [2.638, -1.850, -4.740], [1.456, -2.424, -5.930], [-0.398, -1.648, -4.499], [0.720, -0.305, -4.745], [0.476, -0.387, -2.382], [1.048, -3.603, 0.611], [2.369, -2.468, 0.890], [3.099, -4.757, 0.035], [3.681, -3.370, -0.907], [1.236, -5.072, -1.569], [2.775, -5.081, -2.443], [0.552, -4.035, -4.299], [2.298, -4.261, -4.427], [-2.614, 0.945, -4.870], [-1.870, 1.698, -3.969], [-1.609, 1.212, -2.702], [-2.108, -0.036, -2.297], [-2.860, -0.788, -3.219], [-3.103, -0.298, -4.488], [-1.775, -0.534, -1.051], [-2.683, -1.264, -0.334], [-2.232, -2.173, 0.652], [-3.127, -2.876, 1.426], [-4.496, -2.697, 1.251], [-4.963, -1.798, 0.297], [-4.079, -1.092, -0.490], [-2.816, 1.327, -5.862], [-1.491, 2.670, -4.258], [-1.055, 1.796, -1.979], [-3.220, -1.767, -2.929], [-3.675, -0.891, -5.190], [-1.169, -2.343, 0.782], [-2.759, -3.566, 2.173], [-5.201, -3.250, 1.858], [-6.027, -1.639, 0.175], [-4.443, -0.358, -1.195], [-4.134, 1.205, 2.861], [-2.974, 2.128, 3.205], [-1.750, 2.019, 1.852], [-1.398, 0.549, 1.849], [-0.344, 2.846, 2.671], [-0.376, 4.349, 2.444], [-4.877, 1.210, 3.658], [-3.768, 0.186, 2.731], [-4.624, 1.513, 1.935], [-2.480, 1.821, 4.127], [-3.282, 3.172, 3.279], [0.517, 2.385, 2.189], [-0.357, 2.573, 3.726], [-0.399, 4.566, 1.375], [0.511, 4.816, 2.870], [-1.249, 4.805, 2.913], [0.272, -2.355, 2.881], [1.252, -1.673, 3.015], [1.401, -0.504, 2.386], [2.460, -2.037, 3.899], [3.499, -0.998, 3.753], [3.694, -0.309, 5.048], [2.411, -0.603, 5.820], [2.082, -2.033, 5.387], [2.794, -3.024, 3.577], [2.356, -0.250, 2.599], [4.364, -1.346, 3.367], [3.853, 0.756, 4.881], [4.558, -0.705, 5.587], [1.617, 0.083, 5.518], [2.560, -0.510, 6.893], [1.042, -2.313, 5.543], [2.714, -2.740, 5.924]]}